# 1
Here is an isolated molecule of C44H36O4 at a distorted geometry from OMol25. Energies are from the ωB97M-V functional and the def2-TZVPD basis.

ORCA input file:
```
! wB97M-V def2-TZVPD RIJCOSX def2/J DEFGRID3
* xyz 0 1
C -2.64 2.46 7.59
O -2.17 3.38 6.58
C -1.34 2.90 5.62
C -1.17 3.70 4.47
C -0.54 3.16 3.36
C 0.04 1.88 3.39
C 0.71 1.33 2.18
C 0.29 1.70 0.93
C 0.91 1.39 -0.38
O 0.02 0.74 -1.27
C 0.19 -0.51 -1.72
C -1.05 -1.07 -1.89
C -1.16 -2.53 -1.73
O -0.22 -3.27 -1.42
C -2.53 -3.16 -1.88
C -3.64 -2.64 -1.21
C -4.89 -3.23 -1.39
C -5.02 -4.36 -2.20
C -3.90 -4.91 -2.82
C -2.64 -4.34 -2.63
C -2.19 -0.26 -2.44
C -2.61 0.97 -1.91
C -3.69 1.67 -2.47
C -4.41 1.12 -3.54
C -3.98 -0.09 -4.10
C -2.86 -0.74 -3.59
C 1.46 -1.04 -2.22
C 1.40 -1.70 -3.47
C 2.51 -2.37 -3.99
C 3.73 -2.35 -3.30
C 3.82 -1.62 -2.10
C 2.71 -0.96 -1.58
C 1.21 2.59 -1.27
C 2.24 2.49 -2.21
C 2.33 3.41 -3.25
C 1.40 4.45 -3.35
C 0.39 4.57 -2.39
C 0.30 3.64 -1.34
C 1.80 0.35 2.42
C 2.74 0.54 3.45
C 3.79 -0.34 3.64
C 3.93 -1.46 2.80
O 5.06 -2.21 2.96
C 5.31 -3.29 2.04
C 2.95 -1.72 1.81
C 1.90 -0.81 1.64
C -0.06 1.14 4.58
C -0.73 1.63 5.70
H -3.36 3.04 8.17
H -3.13 1.58 7.14
H -1.81 2.13 8.23
H -1.60 4.69 4.45
H -0.46 3.76 2.45
H -0.59 2.34 0.88
H 1.82 0.83 -0.20
H -3.53 -1.74 -0.60
H -5.76 -2.79 -0.89
H -6.01 -4.81 -2.35
H -3.99 -5.80 -3.45
H -1.75 -4.76 -3.09
H -2.08 1.38 -1.06
H -3.96 2.64 -2.05
H -5.30 1.63 -3.92
H -4.53 -0.52 -4.94
H -2.49 -1.64 -4.07
H 0.45 -1.69 -4.02
H 2.42 -2.93 -4.92
H 4.60 -2.90 -3.68
H 4.77 -1.57 -1.56
H 2.82 -0.42 -0.64
H 2.95 1.66 -2.12
H 3.12 3.30 -3.99
H 1.48 5.18 -4.15
H -0.35 5.37 -2.44
H -0.50 3.70 -0.60
H 2.66 1.40 4.11
H 4.54 -0.18 4.41
H 6.23 -3.75 2.43
H 4.49 -4.02 2.04
H 5.48 -2.91 1.02
H 3.01 -2.60 1.17
H 1.13 -1.02 0.89
H 0.37 0.14 4.64
H -0.83 1.01 6.60
*
```

Calculated values
Orbital gap ... 7.5 eV
DFT total energy ... -54399.329 eV
Structure (SMILES) ... COc1ccc(C(=C[C@@H](O/C(=C(/C(=O)c2ccccc2)c2ccccc2)c2ccccc2)c2ccccc2)c2ccc(OC)cc2)cc1

Atomic partial charges in e from the Mulliken method, atoms 1 to 5:
1. C -0.811
2. O -0.437
3. C 0.770
4. C -0.807
5. C -0.431

=====

# 2
Here is a structure of composition C38H28FN6O11ScTe from OMol25. Energies are from the ωB97M-V functional and the def2-TZVPD basis.

ORCA input file:
```
! wB97M-V def2-TZVPD RIJCOSX def2/J DEFGRID3
* xyz -2 1
Sc -0.20 -0.28 0.14
O 5.37 -2.81 -1.47
C 4.13 -2.35 -1.14
C 3.10 -2.30 -2.07
C 1.87 -1.82 -1.66
N 1.67 -1.41 -0.42
C 2.65 -1.46 0.48
C 3.91 -1.93 0.17
C 2.23 -1.01 1.87
O 3.07 -0.95 2.77
O 0.98 -0.75 1.96
C 0.63 -1.71 -2.54
O 0.73 -2.01 -3.73
O -0.39 -1.30 -1.90
H 5.36 -3.08 -2.39
H 3.21 -2.63 -3.10
H 4.68 -1.96 0.92
O -5.56 2.72 -3.83
C -5.74 2.12 -2.76
O -6.78 1.96 -2.09
C -4.45 1.59 -2.08
C -4.48 1.05 -0.81
C -3.29 0.63 -0.22
N -2.12 0.69 -0.85
C -2.08 1.21 -2.08
C -3.22 1.67 -2.72
C -0.74 1.33 -2.71
C -0.58 1.54 -4.07
C 0.69 1.66 -4.59
C 1.77 1.60 -3.73
C 1.53 1.38 -2.38
N 0.31 1.24 -1.88
C -3.23 0.18 1.20
C -4.31 0.25 2.06
C -4.13 -0.09 3.39
C -2.88 -0.48 3.83
C -1.86 -0.56 2.90
N -2.03 -0.24 1.62
H -5.43 0.99 -0.31
H -3.20 2.14 -3.69
H -1.45 1.56 -4.72
H 0.83 1.80 -5.66
H 2.79 1.69 -4.09
H 2.34 1.30 -1.67
H -5.27 0.58 1.70
H -4.97 -0.04 4.08
H -2.69 -0.76 4.86
H -0.86 -0.90 3.17
F 0.21 -0.08 5.81
C 1.20 0.62 5.22
C 0.96 1.36 4.13
N 1.96 2.08 3.50
C 1.62 2.86 2.31
C 1.14 1.91 1.20
O -0.11 1.67 1.17
O 1.97 1.37 0.46
C 3.26 2.02 3.93
O 4.18 2.64 3.42
N 3.45 1.26 5.07
C 2.54 0.49 5.77
O 2.86 -0.16 6.74
H -0.02 1.42 3.68
H 2.52 3.38 2.01
H 0.83 3.56 2.57
H 4.42 1.16 5.36
C -4.52 -3.91 5.84
C -3.70 -3.79 4.58
C -4.29 -3.70 3.33
C -3.55 -3.56 2.17
C -4.29 -3.50 0.86
C -2.14 -3.48 2.23
Te -1.03 -3.18 0.44
C -1.53 -3.57 3.50
C -0.04 -3.46 3.70
C -2.31 -3.73 4.64
H -5.57 -4.07 5.60
H -4.46 -3.00 6.45
H -4.18 -4.74 6.46
H -5.38 -3.75 3.26
H -5.37 -3.48 1.03
H -4.03 -4.35 0.22
H -4.00 -2.62 0.28
H 0.48 -3.26 2.77
H 0.36 -4.38 4.13
H 0.19 -2.65 4.40
H -1.82 -3.78 5.60
*
```

Calculated values
Orbital gap ... 5.8 eV
DFT total energy ... -102047.947 eV

Atomic partial charges in e from the Mulliken method, atoms 1 to 5:
1. Sc -0.637
2. O -0.583
3. C 0.994
4. C -0.797
5. C 0.023

=====

# 3
Here is the ion C7H11N4O4 with charge +1 at a distorted geometry from OMol25. Energies are from the ωB97M-V functional and the def2-TZVPD basis.

ORCA input file:
```
! wB97M-V def2-TZVPD RIJCOSX def2/J DEFGRID3
* xyz 1 1
C -1.71 -1.98 0.67
C -1.52 -0.59 0.06
C -1.86 -0.85 -1.43
C -2.51 0.55 0.72
N -0.20 -0.17 0.10
C 0.26 0.96 0.16
C 1.66 1.30 -0.11
N 2.67 0.52 -0.25
C 3.25 -0.51 -0.26
N 3.14 -2.00 -0.23
O 1.94 -2.13 -0.35
O 4.08 -2.69 -0.09
N 2.01 2.58 0.05
O 1.22 3.45 0.24
O 3.33 2.87 0.03
H -1.48 -1.84 1.81
H -2.77 -2.30 0.57
H -0.86 -2.65 0.29
H -2.94 -1.23 -1.47
H -1.68 0.23 -1.78
H -1.26 -1.66 -1.92
H -2.54 1.34 -0.10
H -3.41 0.09 1.17
H -2.01 1.00 1.57
H -0.21 1.93 0.35
H 3.40 3.78 0.20
*
```

Calculated values
Orbital gap (alpha / beta) ... 6.3 / 6.3 eV
DFT total energy ... -21568.723 eV
Structure (SMILES) ... CC(C)(C)/N=C/C(=[N+]=C=[N+]([O-])[O-])[N+](=O)O

Atomic partial charges in e from the natural (NBO) method, atoms 1 to 5:
1. C -0.610
2. C 0.086
3. C -0.596
4. C -0.645
5. N -0.346

=====

# 4
Here is an isolated molecule of C27H36N4O3 from OMol25. Energies are from the ωB97M-V functional and the def2-TZVPD basis.

ORCA input file:
```
! wB97M-V def2-TZVPD RIJCOSX def2/J DEFGRID3
* xyz 0 1
C -1.17 -2.30 3.19
C -1.58 -0.87 3.50
C -0.43 0.13 3.35
O -0.73 1.25 4.16
C 0.16 2.29 4.01
C 0.38 3.15 5.07
C 1.27 4.19 4.94
C 1.97 4.38 3.76
C 2.96 5.51 3.63
C 1.74 3.53 2.69
C 0.82 2.49 2.80
N 0.48 1.67 1.71
C 0.75 2.11 0.35
C 2.20 1.81 -0.07
O 3.05 2.68 -0.10
N 2.44 0.52 -0.34
C 3.74 0.08 -0.80
C 3.70 -0.40 -2.25
C 2.97 -1.74 -2.39
N 1.59 -1.68 -1.93
C 0.70 -1.09 -2.92
C -0.71 -0.97 -2.36
N -1.21 -2.28 -1.99
C -2.58 -2.20 -1.51
C -3.52 -1.81 -2.62
C -4.48 -0.83 -2.44
C -5.35 -0.50 -3.47
C -5.26 -1.14 -4.69
C -4.29 -2.12 -4.88
C -3.43 -2.45 -3.85
C -0.33 -2.85 -0.99
C 1.08 -2.99 -1.56
C -0.20 0.52 1.89
O -0.58 -0.17 0.96
H -2.01 -2.97 3.32
H -0.83 -2.37 2.16
H -0.36 -2.62 3.85
H -1.93 -0.80 4.54
H -2.40 -0.57 2.85
H 0.51 -0.33 3.71
H -0.16 2.98 5.99
H 1.44 4.86 5.78
H 2.43 6.46 3.54
H 3.57 5.38 2.74
H 3.60 5.56 4.50
H 2.28 3.67 1.77
H 0.06 1.58 -0.31
H 0.58 3.19 0.28
H 1.69 -0.16 -0.45
H 4.08 -0.73 -0.15
H 4.41 0.93 -0.70
H 3.22 0.36 -2.86
H 4.72 -0.53 -2.60
H 3.03 -2.08 -3.43
H 3.49 -2.48 -1.77
H 1.07 -0.10 -3.19
H 0.67 -1.71 -3.83
H -1.37 -0.54 -3.12
H -0.70 -0.30 -1.48
H -2.67 -1.49 -0.67
H -2.86 -3.20 -1.15
H -4.56 -0.33 -1.49
H -6.10 0.26 -3.31
H -5.93 -0.88 -5.49
H -4.21 -2.62 -5.84
H -2.67 -3.21 -3.99
H -0.70 -3.84 -0.71
H -0.29 -2.21 -0.09
H 1.73 -3.42 -0.80
H 1.05 -3.66 -2.43
*
```

Calculated values
Orbital gap ... 9.0 eV
DFT total energy ... -40687.737 eV
Structure (SMILES) ... CC[C@@H]1Oc2ccc(C)cc2N(CC(=O)NCCCN2CCN(Cc3ccccc3)CC2)C1=O

Atomic partial charges in e from the natural (NBO) method, atoms 1 to 5:
1. C -0.609
2. C -0.405
3. C 0.027
4. O -0.483
5. C 0.262

=====

# 5
Here is an isolated molecule of C3H10N2S2 at a distorted geometry from OMol25. Energies are from the ωB97M-V functional and the def2-TZVPD basis.

ORCA input file:
```
! wB97M-V def2-TZVPD RIJCOSX def2/J DEFGRID3
* xyz 0 1
N 1.57 0.44 2.04
C 0.25 0.25 1.44
C 0.34 0.19 -0.09
N 0.73 -1.10 -0.65
C -0.91 0.83 -0.74
S -0.84 0.79 -2.56
S -1.54 -1.11 -2.92
H 1.48 0.32 3.04
H 2.21 -0.29 1.77
H -0.30 1.17 1.67
H -0.30 -0.59 1.85
H 1.13 0.89 -0.37
H 0.07 -1.82 -0.38
H 1.67 -1.34 -0.37
H -0.84 1.88 -0.44
H -1.85 0.35 -0.48
H -2.86 -0.87 -2.81
*
```

Calculated values
Orbital gap ... 9.5 eV
DFT total energy ... -27923.717 eV
Structure (SMILES) ... NC[C@@H](N)CSS

Atomic partial charges in e from the natural (NBO) method, atoms 1 to 5:
1. N -0.824
2. C -0.231
3. C -0.073
4. N -0.837
5. C -0.534

=====

# 6
Here is a structure of composition CHMnO3 at a distorted geometry from OMol25. Energies are from the ωB97M-V functional and the def2-TZVPD basis.

ORCA input file:
```
! wB97M-V def2-TZVPD RIJCOSX def2/J DEFGRID3
* xyz 0 7
O 0.33 0.71 0.01
C -0.72 -0.01 -0.04
O -1.89 0.34 0.06
Mn 2.02 -0.17 0.07
O -0.39 -1.34 -0.06
H -1.12 -1.86 0.30
*
```

Calculated values
Orbital gap (alpha / beta) ... 7.8 / 9.8 eV
DFT total energy ... -38515.085 eV

Atomic partial charges in e from the natural (NBO) method, atoms 1 to 5:
1. O -0.947
2. C 0.957
3. O -0.645
4. Mn 0.900
5. O -0.777

=====

# 7
Here is an isolated molecule of C4H10N4 at a distorted geometry from OMol25. Energies are from the ωB97M-V functional and the def2-TZVPD basis.

ORCA input file:
```
! wB97M-V def2-TZVPD RIJCOSX def2/J DEFGRID3
* xyz 0 1
C 0.33 -0.61 -1.65
C -0.08 -0.30 -0.31
C 0.78 0.40 0.53
N 1.71 1.26 0.06
N 2.53 2.12 0.81
C -1.22 -0.70 0.19
N -2.10 -1.71 -0.36
N -2.05 0.10 1.21
H -0.39 -1.26 -2.33
H 1.36 -1.21 -1.53
H 0.65 0.45 -2.12
H 0.67 0.43 1.60
H 2.85 1.71 1.73
H 3.46 2.33 0.25
H -1.95 -1.82 -1.44
H -3.12 -1.42 -0.22
H -2.23 -0.54 2.08
H -1.22 0.77 1.48
*
```

Calculated values
Orbital gap ... 8.4 eV
DFT total energy ... -10266.998 eV
Structure (SMILES) ... CC(/C=N/N)=C(N)N

Atomic partial charges in e from the natural (NBO) method, atoms 1 to 5:
1. C -0.615
2. C -0.270
3. C 0.003
4. N -0.266
5. N -0.638

=====

# 8
Here is a cluster of 3 separate species, C32H28BrO7P2 in total at a distorted geometry from OMol25. Energies are from the ωB97M-V functional and the def2-TZVPD basis.

ORCA input file:
```
! wB97M-V def2-TZVPD RIJCOSX def2/J DEFGRID3
* xyz 1 1
C -5.42 -2.37 -4.80
C -3.95 -2.07 -4.70
Br -2.97 -3.51 -5.58
C -3.55 -0.75 -5.42
P -2.74 0.35 -4.24
C -1.10 -0.32 -3.92
P -0.20 0.52 -2.59
O -0.41 -0.11 -1.32
O -0.59 2.03 -2.61
O 1.32 0.51 -3.02
H -5.66 -2.78 -5.77
H -6.04 -1.50 -4.63
H -5.66 -3.13 -4.08
H -3.63 -2.02 -3.67
H -4.37 -0.25 -5.92
H -2.79 -0.96 -6.15
H -3.49 0.42 -3.06
H -2.58 1.62 -4.78
H -1.18 -1.37 -3.67
H -0.54 -0.27 -4.84
H 0.09 2.50 -2.08
H 1.58 -0.42 -3.16
C -1.02 -1.72 2.92
C -0.95 -1.53 1.54
C -0.69 -2.61 0.71
C -0.50 -3.87 1.25
C -0.56 -4.05 2.64
C -0.83 -2.97 3.47
C -0.31 -5.39 3.24
O -0.36 -5.56 4.44
C 0.01 -6.53 2.32
C 0.30 -7.77 2.86
C 0.59 -8.84 2.03
C 0.58 -8.67 0.65
C 0.30 -7.42 0.10
C 0.02 -6.35 0.94
C -0.24 -5.01 0.33
O -0.25 -4.86 -0.87
H -1.23 -0.88 3.57
H -1.09 -0.55 1.12
H -0.64 -2.46 -0.36
H -0.88 -3.12 4.53
H 0.30 -7.90 3.93
H 0.81 -9.81 2.45
H 0.80 -9.50 0.00
H 0.30 -7.29 -0.97
C 0.83 2.41 1.88
C 0.16 3.05 0.85
C 0.49 4.35 0.51
C 1.48 5.02 1.21
C 2.14 4.38 2.26
C 1.82 3.07 2.59
C 3.18 5.10 3.06
O 3.76 4.54 3.96
C 3.49 6.51 2.71
C 4.41 7.21 3.47
C 4.72 8.52 3.15
C 4.11 9.14 2.06
C 3.18 8.45 1.30
C 2.86 7.14 1.62
C 1.84 6.42 0.82
O 1.30 6.95 -0.13
H 0.58 1.39 2.14
H -0.62 2.54 0.30
H -0.03 4.86 -0.30
H 2.34 2.58 3.39
H 4.89 6.73 4.31
H 5.44 9.07 3.74
H 4.35 10.16 1.81
H 2.70 8.92 0.46
*
```

Calculated values
Orbital gap ... 8.2 eV
DFT total energy ... -136587.631 eV

Atomic partial charges in e from the natural (NBO) method, atoms 1 to 5:
1. C -0.638
2. C -0.233
3. Br 0.048
4. C -0.747
5. P 1.094

=====

Q: Which formula does entry 5 have?
A: C3H10N2S2